160
Properties=species:S:1:pos:R:3:forces:R:3:mulliken_charge:R:1 method="wB97M-V/def2-TZVPD" e_tot_ev=-73126.0831 orbital_gap_ev=9.27 e_above_lowest_kcal_mol=0.0 lumo_energy_ev=0.62 smiles=COC[C@H](C)N.COC[C@H](C)N.COC[C@H](C)N.COC[C@H](C)N.COC[C@H](C)N.CC(C)O.CC(C)O.CC(C)O.CC(C)O.CCO.CCO.CCO
C 13.63182 14.27740 12.52645 0.900 -0.494 0.431 -1.36
O 13.61145 14.65947 13.90816 0.618 -0.945 -1.505 0.79
C 12.51490 15.44750 14.21935 -1.098 -0.610 0.618 0.25
C 12.55226 15.71953 15.68825 0.925 0.048 1.069 2.18
C 12.49561 14.42149 16.52070 0.711 0.157 0.097 0.58
N 11.45552 16.58402 16.12823 -0.362 -1.869 1.207 -0.16
H 14.48099 13.60945 12.36179 0.013 0.188 0.335 0.23
H 13.77210 15.12173 11.86439 -0.113 0.508 0.043 0.56
H 12.78280 13.69171 12.19022 -0.629 0.076 0.299 0.58
H 12.49653 16.38192 13.69621 0.073 0.593 -0.663 0.00
H 11.59243 14.88109 14.00272 -0.024 0.165 -0.131 -0.66
H 13.54923 16.20441 15.89964 -0.830 -0.144 -0.076 -1.10
H 13.34497 13.72033 16.32334 -0.690 0.740 -0.011 -0.97
H 11.55663 13.90832 16.30592 -0.010 -0.042 0.125 -0.28
H 12.55139 14.72123 17.58302 -0.188 -0.342 -0.408 0.15
H 11.32791 17.37257 15.55236 -0.070 0.983 -0.968 -0.15
H 10.59570 16.00352 16.22213 0.667 0.737 -0.135 -0.26
C 14.93553 22.29147 15.65791 0.884 -2.236 0.116 -1.00
O 14.79882 20.94553 15.10916 0.801 0.247 -0.029 0.00
C 16.05275 20.37439 14.63381 -0.426 -0.072 0.724 -0.98
C 16.76780 19.45148 15.65025 -1.605 -0.062 -1.331 0.41
C 18.14765 19.14209 15.04495 -0.074 -0.952 1.516 -1.60
N 15.91657 18.23015 15.83848 2.066 0.475 0.655 0.17
H 13.97903 22.54086 16.05593 -0.695 0.347 0.138 0.27
H 15.25993 22.94865 14.87603 0.109 0.613 -0.362 0.35
H 15.66626 22.27890 16.48628 -0.184 0.144 -0.296 0.31
H 15.83899 19.74163 13.75894 -0.120 0.428 0.090 0.21
H 16.74921 21.15980 14.38013 0.079 0.580 -0.410 0.62
H 16.86551 20.03037 16.57746 -0.004 -0.506 0.124 0.35
H 18.60048 18.35060 15.67668 -0.051 0.391 -0.319 0.35
H 18.82775 20.00640 15.07175 -0.386 -0.224 -0.235 0.46
H 18.04998 18.70404 14.05635 0.021 0.213 -0.294 0.33
H 14.97297 18.42885 16.05978 -0.922 0.625 0.320 -0.44
H 15.91197 17.58261 15.06831 0.373 -0.104 -0.501 0.08
C 14.04750 11.46947 14.90802 0.761 -0.311 -0.710 0.72
O 15.02219 10.64085 14.23276 -0.448 0.036 -0.686 -0.51
C 14.43751 9.93338 13.12878 -0.155 0.834 -0.580 -0.38
C 15.46166 9.30135 12.18026 1.220 1.876 1.049 0.32
C 16.13681 8.08221 12.77410 -0.130 -1.304 -1.570 -1.62
N 16.43287 10.43924 11.90329 -0.373 -0.313 0.786 -0.59
H 13.30918 11.86574 14.18976 0.108 -0.325 0.415 -0.11
H 14.56210 12.32731 15.33260 0.233 -0.037 -0.021 -0.91
H 13.62190 10.89451 15.72448 -0.515 -0.007 0.032 0.42
H 13.78842 9.15853 13.48955 -0.606 -0.510 0.339 0.41
H 13.84387 10.62967 12.49601 0.120 -0.147 0.516 0.17
H 14.95430 9.06503 11.22401 0.225 0.019 0.582 0.36
H 16.78260 8.17279 13.63012 -0.006 0.635 0.425 0.30
H 16.73810 7.64434 11.97037 0.316 0.046 0.097 0.44
H 15.41823 7.27980 12.95790 -0.221 0.173 0.311 0.41
H 17.11914 10.20646 11.21125 0.211 -0.417 -0.479 0.22
H 16.97984 10.65400 12.75709 -0.785 -0.187 -0.569 0.21
C 12.56260 21.46055 10.78248 1.224 -0.077 -0.759 -0.80
O 12.17943 20.38774 11.57324 -0.450 -0.527 1.518 -0.22
C 11.72214 20.85389 12.87162 1.307 0.258 -1.061 -0.93
C 11.25416 19.74373 13.73689 0.616 -1.213 1.718 1.63
C 10.52040 20.29492 14.96827 -0.281 0.574 -0.177 -1.93
N 12.39083 18.87122 14.22648 0.312 0.957 -1.059 0.13
H 13.04961 21.01417 9.90086 -0.067 0.314 0.223 0.25
H 13.30593 22.08028 11.31889 -0.271 0.025 -0.293 0.26
H 11.74000 22.07469 10.41314 -0.264 0.116 0.260 0.32
H 12.59207 21.31275 13.42518 -0.791 0.138 -0.643 0.07
H 10.93847 21.55081 12.60584 -0.339 0.556 0.595 0.56
H 10.57256 19.08362 13.21350 -0.181 -0.032 -0.292 -0.41
H 11.12840 20.98908 15.58276 -0.094 -0.216 -0.538 0.27
H 10.19517 19.51952 15.66723 0.026 -0.139 -0.312 0.29
H 9.62908 20.83705 14.59851 0.305 -0.144 0.424 0.48
H 13.05516 19.48794 14.72776 -0.466 -0.260 -0.081 -0.57
H 12.94652 18.62155 13.38685 -0.462 -0.030 0.518 0.34
C 10.84334 17.30315 10.77591 0.451 0.036 -0.858 0.01
O 9.53096 16.98700 11.21304 0.246 0.058 0.242 -0.50
C 9.42907 16.46077 12.53938 -0.912 -0.836 -1.216 1.27
C 7.95121 16.53983 12.98880 0.933 1.504 -1.082 -0.14
C 7.68333 17.98559 13.48278 0.708 -0.697 -0.423 -1.41
N 7.74871 15.61983 14.06495 0.047 -1.205 0.375 -0.50
H 11.57547 16.48803 10.84329 -0.361 -0.408 0.247 -0.07
H 11.30824 18.14545 11.29164 -0.333 0.151 0.167 0.03
H 10.82467 17.55822 9.68774 -0.381 -0.108 0.870 0.34
H 9.76203 15.41014 12.56101 -0.012 0.133 -0.084 0.22
H 10.02355 17.01097 13.22302 0.830 0.630 0.806 -0.95
H 7.34882 16.30915 12.09636 -0.031 0.130 0.201 0.29
H 6.64987 18.10583 13.76493 -0.402 0.311 -0.031 0.48
H 8.02855 18.74718 12.77033 -0.487 -0.343 -0.129 0.30
H 8.31107 18.14512 14.35218 0.021 -0.054 0.482 0.27
H 7.55475 14.67898 13.72951 0.236 -0.009 -0.129 0.14
H 6.94909 15.86188 14.61006 -0.593 0.370 0.390 0.23
C 13.20193 19.02373 18.12910 0.117 -0.121 -0.077 -1.31
C 13.74771 17.69451 18.62935 0.623 1.356 0.585 1.69
C 14.33716 17.88618 20.03750 -0.815 -0.323 -0.681 -1.56
O 12.70219 16.77788 18.67971 -0.546 -0.357 -0.015 -0.59
H 12.73273 18.89909 17.14384 0.410 0.340 -0.033 0.08
H 13.94715 19.82397 18.20263 -0.063 -0.113 -0.506 0.35
H 12.40648 19.28521 18.80749 -0.455 0.213 0.331 0.52
H 14.54928 17.33217 17.98341 0.160 -0.051 -0.188 -0.29
H 14.54162 16.88471 20.34954 0.829 -0.612 0.508 0.25
H 13.54889 18.20526 20.72572 0.123 0.457 -0.134 0.40
H 15.21426 18.54710 20.03575 -0.277 -0.305 0.131 0.35
H 12.19188 16.91989 17.84731 -0.160 -0.482 0.202 0.16
C 16.32812 12.91878 8.80401 -0.516 -1.111 1.212 -1.38
C 15.21436 13.29684 9.81502 1.272 -0.556 0.085 0.99
C 14.25059 14.24155 9.22843 -1.276 0.206 -1.056 -1.18
O 14.52129 12.16634 10.35916 -0.643 0.996 -1.208 -0.52
H 16.87138 12.05858 9.24940 -0.124 0.446 -0.399 0.27
H 17.03113 13.73594 8.69288 0.009 0.172 -0.277 0.38
H 15.88547 12.59317 7.86279 0.155 0.123 -0.123 0.33
H 15.71024 13.84449 10.60331 0.349 -0.020 0.688 0.11
H 13.75440 13.73728 8.36632 0.142 0.610 0.444 0.40
H 14.74494 15.16706 8.91002 -0.030 -0.275 -0.159 0.31
H 13.49876 14.52819 9.96228 -0.164 -0.104 -0.182 0.08
H 15.09480 11.72780 10.97565 1.011 -0.630 0.659 0.26
C 10.01406 10.70148 12.37957 0.515 -0.215 -1.025 -1.13
C 9.34281 11.07059 13.63314 -0.073 0.275 1.846 0.20
C 10.42252 11.59414 14.57464 -0.559 -1.290 0.452 -0.23
O 8.35367 12.09100 13.51461 -1.921 -0.929 -1.341 -0.47
H 9.38427 10.23854 11.60013 0.362 0.133 0.349 0.40
H 10.86134 10.08717 12.67986 -0.134 -0.635 -0.389 0.23
H 10.50752 11.59337 12.02073 -0.101 0.399 -0.657 0.26
H 8.89885 10.19267 14.11122 -0.187 -0.061 -0.009 0.36
H 11.05038 10.72559 14.84189 0.063 0.534 -0.138 0.40
H 10.01195 11.96750 15.50028 -0.223 0.249 0.168 0.11
H 10.98500 12.35013 14.07288 0.591 0.613 -0.229 -0.47
H 7.57040 11.65698 13.04237 1.580 1.091 0.943 0.30
C 14.52775 11.90186 18.51908 0.393 -0.165 0.163 -0.56
C 15.00856 12.46656 19.82761 -0.475 0.126 0.474 0.12
C 15.01786 14.00708 19.79205 -0.060 -1.615 -0.971 -0.82
O 14.13409 11.96037 20.86499 0.605 0.489 -0.068 -0.55
H 15.21623 12.29990 17.78098 -0.031 -0.114 -0.470 0.24
H 13.52838 12.29553 18.31888 -0.020 -0.345 -0.100 -0.27
H 14.59577 10.79879 18.50250 -0.337 0.522 -0.013 0.49
H 16.02316 12.12289 20.03160 0.189 -0.172 -0.005 0.31
H 13.97596 14.31962 19.72583 0.119 0.449 0.112 0.22
H 15.55466 14.25602 18.85634 -0.188 0.431 0.650 -0.09
H 15.53688 14.34878 20.67055 0.070 0.626 0.264 0.61
H 14.43932 12.39515 21.67340 -0.297 -0.228 -0.013 0.33
C 10.49863 12.53504 19.72313 1.013 -0.912 -0.566 -1.39
C 10.33283 12.12967 18.21929 0.303 0.018 0.971 2.14
O 9.63252 10.87885 18.06845 0.576 0.166 0.191 -0.63
H 9.56098 12.55211 20.23364 -0.870 0.165 0.139 0.41
H 11.01338 13.49040 19.89525 -0.148 -0.147 -0.395 0.19
H 11.10028 11.76943 20.26670 -0.205 0.404 -0.503 0.35
H 11.31775 12.06549 17.73789 -0.064 -0.055 0.141 -0.43
H 9.78169 12.86780 17.64717 -0.179 0.051 0.121 -0.96
H 10.25225 10.18273 18.33758 -0.349 0.236 -0.052 0.40
C 16.75465 14.78506 16.36785 0.608 0.213 -0.740 0.07
C 17.11358 14.87192 14.90145 1.753 -0.387 -0.702 -0.68
O 16.18214 15.56042 14.07839 -0.113 -0.694 0.586 -0.52
H 17.66734 14.51259 16.96348 -1.137 -0.030 -0.377 0.51
H 15.92318 14.09726 16.39726 -0.193 -0.412 0.814 -0.33
H 16.41621 15.77663 16.60328 -0.196 0.471 0.755 -0.02
H 17.32135 13.83525 14.52494 -0.232 0.703 -0.033 0.23
H 18.05812 15.42966 14.79642 -0.207 -0.166 -0.035 0.47
H 15.35760 15.04436 14.15298 -0.203 0.541 -0.219 0.08
C 8.42922 15.80684 18.35792 0.177 -0.565 0.234 -1.11
C 8.02873 14.82867 17.29602 -1.274 0.048 0.046 -0.37
O 9.06768 14.65236 16.39188 0.711 -0.073 -0.917 -0.01
H 9.44758 15.60242 18.71574 -0.334 0.175 0.093 0.04
H 7.68812 15.73624 19.14337 0.052 0.161 0.528 0.47
H 8.35624 16.78068 17.90807 0.330 0.652 0.059 0.33
H 7.10482 15.27698 16.86317 0.450 -0.473 -0.340 0.24
H 7.72858 13.84572 17.66981 0.041 0.019 0.326 0.34
H 8.77918 14.84284 15.48073 -0.117 0.183 0.041 0.15